Density functional theory data (ωB97M-V/def2-TZVPD) for a molecular structure, C12H18BBr24O3.

The geometry in XYZ format:
```
58
Properties=species:S:1:pos:R:3:forces:R:3:lowdin_charge:R:1
Br 5.42774 -3.08221 -6.36092 -0.020 0.015 0.017 0.556
Br 3.26873 4.17784 4.71622 -0.034 0.023 0.022 0.570
Br 4.73176 -1.27237 2.23252 0.029 0.038 -0.018 0.590
Br 9.51174 -4.62255 -1.05766 -0.019 0.017 -0.025 0.577
Br -1.81375 8.78294 5.36183 0.018 0.003 -0.018 0.563
Br 6.63017 -3.42232 -1.68875 0.071 -0.054 -0.056 0.594
Br -2.58557 4.74941 1.97887 0.054 0.057 0.030 0.546
Br 2.34233 -3.16267 -7.15425 0.046 -0.004 -0.049 0.559
Br 4.35487 0.49242 -0.38346 0.052 0.058 0.019 0.589
Br 0.81821 -1.49984 -0.72246 0.787 0.249 -0.069 0.749
Br 9.22108 -2.06214 -2.93232 -0.020 -0.024 0.012 0.577
Br 0.23648 6.61918 4.24518 -0.012 0.024 -0.015 0.539
Br 3.18904 3.99064 7.89174 -0.005 0.020 -0.018 0.568
Br 3.61715 6.80885 6.47363 -0.006 -0.022 0.004 0.554
Br 3.78296 -0.36902 -6.65070 0.006 -0.023 0.004 0.562
Br 3.14182 -2.72572 -2.54108 0.028 -0.052 0.016 0.566
Br -5.66988 3.91605 2.05933 0.049 0.060 -0.010 0.528
Br 0.39975 -1.79838 -3.86611 0.078 -0.031 0.001 0.610
Br -7.48154 -1.62823 -0.95193 0.032 -0.027 -0.026 0.593
Br -5.26670 -0.41118 -2.86767 -0.052 -0.069 0.084 0.656
Br -6.98746 -2.91752 -3.82350 -0.014 -0.012 -0.011 0.535
Br -0.72061 9.01292 2.37967 -0.001 -0.004 0.024 0.562
Br -3.44120 1.79217 1.11323 0.007 1.049 0.302 0.879
Br 7.27772 -0.02157 0.77445 0.017 -0.019 -0.021 0.578
O -4.19950 -1.21100 0.68890 -0.875 0.598 0.044 -0.120
O -2.00786 -0.47885 1.01600 -0.306 0.683 0.323 -0.213
O -2.97822 -3.33996 -0.52093 0.300 -0.098 -0.667 -0.215
C 3.92094 4.91151 6.36895 0.015 -0.013 -0.025 -1.651
C 5.49616 -0.73176 0.55540 -0.153 -0.048 0.022 -1.651
C -2.45640 -2.06729 -0.97993 0.015 0.515 1.145 -0.177
C -3.96369 3.64068 1.17821 -0.094 -0.418 0.049 -1.584
C 3.71015 -2.23274 -6.17777 -0.065 0.011 0.010 -1.671
C -2.40972 -1.14546 2.18868 0.115 -0.790 -0.287 -0.224
C -6.96526 -1.29650 -2.77218 0.048 0.110 0.014 -1.635
C -3.91594 -1.50139 2.03205 0.439 0.143 -0.853 -0.211
C 1.65523 -1.48378 -2.44123 -0.119 0.138 0.271 -1.590
C -1.20076 7.81933 3.81093 -0.021 -0.076 -0.013 -1.659
C 8.49841 -3.03142 -1.43801 0.030 0.021 0.028 -1.641
C -3.63606 -4.09910 -1.49744 -0.257 -0.230 0.713 -0.146
B -3.01481 -0.78165 -0.05219 0.557 -1.916 -0.895 -0.914
H 2.06517 -0.49529 -2.59187 0.080 -0.034 -0.057 -0.041
H -3.40699 -5.15764 -1.31730 0.077 0.009 -0.163 0.073
H -2.19076 -0.56182 3.08903 0.038 0.076 -0.069 0.104
H 3.44192 -2.28505 -5.13199 0.003 -0.003 -0.009 -0.140
H -1.37935 -2.08146 -0.77337 -0.715 -0.353 -0.469 -0.044
H -3.14942 0.12854 -0.85471 -0.074 0.341 0.172 0.026
H 8.57397 -2.38794 -0.57270 -0.014 0.009 0.000 -0.077
H -4.08118 3.98739 0.16163 -0.020 0.100 0.035 -0.034
H -2.60986 -1.91058 -2.05395 -0.088 -0.292 -0.053 0.057
H -7.70352 -0.63564 -3.20080 -0.030 -0.039 -0.020 -0.041
H -1.84926 -2.09246 2.21330 0.019 0.034 0.418 0.112
H 5.59005 -1.61929 -0.05237 -0.029 0.031 -0.017 -0.129
H -2.02862 7.21743 3.46060 -0.012 0.012 0.002 -0.086
H -4.72648 -4.00716 -1.37688 -0.003 0.159 -0.267 0.067
H -3.34892 -3.83246 -2.51843 0.008 0.019 -0.015 0.075
H -4.58267 -0.92320 2.68505 0.098 -0.034 0.123 0.101
H -4.06439 -2.57743 2.18633 -0.065 0.067 0.302 0.110
H 4.98976 4.75840 6.38719 0.005 -0.001 0.006 -0.034
```
Positions in Å, forces in eV/Å.

HOMO-LUMO gap: 5.11 eV
LUMO: 1.092 eV
total energy: -1700573.1545 eV
total charge: -1



Density functional theory data (ωB97M-V/def2-TZVPD) for 2 unconnected molecules or ions with the total composition C12H18Cl2IN3O3.

The geometry in XYZ format:
```
39
Properties=species:S:1:pos:R:3:forces:R:3:lowdin_charge:R:1
I 0.43339 -1.57032 1.10056 -0.280 0.714 -0.457 1.213
Cl 2.40533 -3.35168 -1.17149 -0.036 0.388 -0.326 0.597
Cl 3.95665 -2.20028 1.23946 0.084 0.413 -0.131 0.571
O -1.69552 0.65679 2.79969 0.080 -0.193 -0.457 -0.137
O -2.93836 2.19899 1.71883 0.157 -0.229 -0.168 -0.073
O 0.75260 1.72213 -4.08102 0.211 0.055 0.893 0.086
N -3.37038 -1.73029 1.56592 0.250 0.483 -0.089 -0.011
N -0.35043 0.38030 -1.08157 -1.045 -0.221 1.927 -0.095
N -0.32656 1.12197 -2.16601 0.146 -0.082 -0.239 0.224
C 2.87104 -1.62888 -1.32111 0.490 -0.077 0.462 -0.677
C -1.56746 0.57581 -0.21820 -0.802 0.187 -0.322 -0.158
C -2.47265 2.55275 4.00848 0.140 -0.115 0.222 -0.034
C 1.74908 0.05058 -2.72020 -0.715 -0.233 0.637 0.102
C 1.69134 -0.69333 -1.56487 0.014 -0.222 -0.021 -0.228
C 5.26940 -0.82846 -0.72596 -0.111 0.260 0.156 -0.110
C 3.84743 -1.11710 -0.17021 0.048 0.284 -0.874 -0.736
C -2.57772 -0.55940 -0.50418 -0.905 0.491 -0.779 -0.181
C -3.69784 -0.68342 0.58081 0.989 -0.445 -0.093 -0.251
C -2.35982 1.72770 2.72329 -0.140 0.465 0.599 -0.745
C 0.68786 0.95046 -2.95427 0.911 0.219 -1.093 -0.326
C 0.56302 -0.49543 -0.69261 1.317 -0.655 -0.595 -0.525
H 3.47683 -1.58189 -2.23183 -0.299 -0.151 0.188 0.077
H 5.99126 -1.60068 -0.44486 -0.223 0.100 -0.111 0.071
H 3.44864 -0.13847 0.12809 -0.085 -0.477 0.423 0.097
H 5.60613 0.13511 -0.32074 0.083 -0.368 0.012 0.083
H 2.57409 -0.04121 -3.42040 -0.233 0.109 0.043 0.144
H -2.04780 3.54500 3.84859 -0.119 0.028 -0.052 0.065
H -2.93356 -2.49879 1.06279 -0.195 -0.105 0.138 0.036
H -3.09654 -0.28134 -1.44204 0.347 -0.071 0.141 0.107
H -2.63069 -1.33104 2.14740 -0.237 -0.024 0.170 0.017
H -4.65260 -0.92660 0.09479 0.260 0.117 0.080 0.104
H -2.04351 1.50697 -0.53877 0.455 -0.119 0.064 0.126
H -3.52196 2.66236 4.28503 0.002 0.094 -0.090 0.068
H -1.31797 0.71137 0.84836 0.210 -0.437 -0.235 0.059
H 0.79308 2.63189 -3.74545 -0.341 0.070 -0.533 0.131
H -1.94326 2.07591 4.83312 -0.001 -0.028 -0.045 0.060
H -2.09656 -1.52456 -0.73605 -0.064 0.197 0.408 0.084
H -3.75066 0.29027 1.08484 -0.283 -0.306 -0.091 0.088
H 5.27468 -0.71319 -1.81820 -0.082 -0.114 0.237 0.075
```
Positions in Å, forces in eV/Å.

HOMO-LUMO gap: 5.73 eV
LUMO: -1.908 eV
total energy: -56491.4992 eV
total charge: 0



Density functional theory data (ωB97M-V/def2-TZVPD) for 4 unconnected molecules or ions with the total composition C12H18ClO10.

The geometry in XYZ format:
```
41
Properties=species:S:1:pos:R:3:forces:R:3:lowdin_charge:R:1
Cl 1.04470 -2.11251 0.63297 2.064 4.056 -0.626 0.661
O 0.44895 -3.03368 -0.28164 -0.500 -1.760 -1.589 -0.084
O 4.60377 -1.58302 -5.68571 -0.387 -0.146 1.448 0.121
O 1.96513 -1.18741 0.01030 -1.707 -1.035 0.412 -0.253
O -5.00069 0.78356 2.82975 0.210 0.918 1.644 0.061
O -0.06354 -1.47593 1.23956 -0.321 0.428 0.526 -0.197
O 1.49222 4.17121 1.29416 1.263 0.370 -0.067 0.027
O 1.78322 -2.91751 1.52004 0.417 -1.643 1.324 -0.119
O -5.91563 -0.56741 1.34636 2.168 1.099 0.221 0.100
O 1.20739 5.30573 3.11246 -0.998 -1.585 0.427 0.119
O 3.95591 -2.35691 -3.60878 0.769 0.146 -0.521 0.018
C 2.77457 -2.86743 -2.98824 -1.228 0.464 -0.823 -0.149
C 0.13447 2.41732 1.45651 -2.007 -2.103 -0.918 -0.185
C -3.43285 -0.29675 1.45875 -0.567 0.417 -0.275 -0.066
C -3.70065 1.03112 3.38379 0.952 0.426 -0.010 -0.158
C 3.77363 -2.03256 -4.93758 0.310 -0.824 -0.448 -0.451
C 1.72715 -3.06451 -4.12936 0.176 0.766 0.153 -0.142
C 2.39358 -2.46778 -5.35144 -0.014 -0.081 -0.102 -0.096
C 0.93992 4.27405 2.53104 1.856 3.603 -0.143 -0.463
C -2.83523 0.84305 2.21627 2.582 0.111 -1.296 -0.231
C 0.05739 3.14235 2.78440 -0.733 -2.040 0.008 -0.067
C 1.34227 2.90825 0.70420 -1.271 0.061 -0.568 -0.158
C -4.89946 -0.03915 1.78541 -2.485 -2.524 -0.939 -0.458
H 2.90973 -3.78710 -2.41899 0.650 0.140 -0.130 0.124
H -2.79344 1.72980 1.58379 -0.214 0.143 -0.004 0.122
H 2.39988 -2.07920 -2.33524 0.193 -0.174 0.242 0.091
H -3.20157 -0.23731 0.39522 -0.290 -0.360 0.071 0.132
H 1.45957 -4.09843 -4.34734 -0.196 0.143 0.493 0.112
H 2.23604 2.28451 0.68889 0.110 0.176 0.448 0.129
H 0.87592 -2.41494 -3.92552 -0.375 -0.700 0.275 0.108
H 1.01638 3.09007 -0.31993 0.467 -0.134 -0.182 0.128
H -3.47126 2.02995 3.75503 -1.237 0.157 0.244 0.131
H -1.80118 0.62316 2.48172 0.038 0.104 0.210 0.103
H -3.11484 -1.24767 1.88620 -0.220 -0.172 -0.169 0.133
H 0.38761 2.40573 3.51682 0.412 0.627 0.531 0.136
H 1.88353 -1.58216 -5.73040 -0.051 -0.225 -0.270 0.130
H -0.01683 1.33936 1.51308 0.928 -0.262 0.500 0.086
H -0.96028 3.41397 3.06487 0.183 0.335 -0.033 0.131
H 2.47752 -3.24529 -6.11072 0.165 0.476 -0.353 0.129
H -0.75458 2.56635 0.84374 -0.074 0.979 -0.079 0.108
H -3.32841 0.33512 4.13553 -1.039 -0.379 0.370 0.136
```
Positions in Å, forces in eV/Å.

HOMO-LUMO gap (alpha / beta): 10.44 / 4.12 eV
LUMO (alpha / beta): -0.031 / -6.358 eV
total energy: -45721.4115 eV
total charge: 0
multiplicity: 2



Values of largest force on an atom, in order: 2.2, 2.2, 4.6, all in eV Å⁻¹.